Molecular formula: C16H25O12S
Method: DFT, ωB97M-V/def2-TZVPD

```
54
Properties=species:S:1:pos:R:3
C -2.56369 2.54464 0.06349
C -1.75685 2.66374 -1.25769
C -0.39893 3.29104 -0.99692
O 0.50020 2.29177 -0.49202
O 0.74756 2.58419 0.89808
S 0.52160 1.10505 1.70432
O -0.44643 1.44994 2.71664
O 1.95975 1.04718 2.40105
C 2.39302 -0.35418 2.53262
O 3.48199 -0.60310 2.03678
O 1.58096 -1.06983 3.14072
H -3.47908 3.12747 0.03266
H -1.96334 2.90739 0.89239
H -2.76125 1.49788 0.26885
H -2.33764 3.22745 -1.97184
H -1.58768 1.67630 -1.67260
H -0.44824 4.07674 -0.24955
H 0.08124 3.65414 -1.90553
O -3.26847 2.28276 -3.74990
C -3.80562 3.02176 -4.51489
O -4.94474 3.69853 -4.20816
C -5.41472 4.42508 -5.35260
C -4.19237 4.60536 -6.24513
C -3.39327 3.33874 -5.94213
H -6.19839 3.83754 -5.83683
H -5.83917 5.36945 -5.02029
H -4.44414 4.73513 -7.29599
H -3.62705 5.48119 -5.92428
H -3.68645 2.50391 -6.57985
H -2.32025 3.49273 -6.00334
O 8.78854 -3.35764 0.60763
C 7.68162 -3.27065 1.06550
O 7.32453 -2.31134 1.93506
C 5.96405 -2.52686 2.39301
C 5.31805 -3.37864 1.31629
C 6.50592 -4.19775 0.80791
H 6.00634 -3.03612 3.35935
H 5.45822 -1.57534 2.51391
H 4.48763 -3.97483 1.68604
H 4.93934 -2.73562 0.52248
H 6.65449 -5.11132 1.38708
H 6.43412 -4.43715 -0.24956
O -1.16673 -1.86168 1.41894
C -1.41120 -2.57441 2.33966
O -2.68824 -2.79474 2.78473
C -2.66007 -3.60152 3.96682
C -1.32685 -4.33753 3.92514
C -0.42449 -3.32366 3.21563
H -2.74109 -2.94511 4.83715
H -3.51615 -4.27459 3.95343
H -0.97171 -4.63450 4.91101
H -1.42253 -5.23984 3.31675
H 0.03277 -2.61607 3.90553
H 0.34485 -3.79309 2.61243
```

## Properties
* energy: -52402.233 eV
* net charge: -1
* Kohn-Sham gap: 7.55 eV